69
Properties=species:S:1:pos:R:3:forces:R:3:mulliken_charge:R:1 method="wB97M-V/def2-TZVPD" fmax_ev_per_a=0.77 gap_ev=2.53 homo_energy_ev=-12.3 charge=+2 de_lowest_kj_mol=0.00
Pd -1.207 -0.105 -1.325 0.0 -0.5 0.1 0.998
C 1.318 -1.005 -4.663 0.0 -0.1 0.0 -1.671
C 0.230 -0.818 -3.661 0.0 0.0 0.3 0.143
N 0.452 -0.600 -2.394 -0.4 0.3 -0.6 0.507
N 1.671 -0.718 -1.898 0.1 0.0 0.5 -1.106
C 2.080 0.375 -1.197 0.2 0.1 -0.4 -0.027
O 1.513 1.471 -1.244 0.0 0.0 0.0 -0.683
C 3.323 0.178 -0.391 0.1 0.1 0.0 0.787
C 3.938 -1.065 -0.271 0.0 0.0 0.0 -0.259
C 5.081 -1.202 0.502 0.0 0.0 -0.1 -0.632
C 5.617 -0.098 1.152 0.1 0.2 -0.4 -0.557
C 5.007 1.145 1.032 0.1 0.0 -0.1 -0.605
C 3.862 1.282 0.264 0.1 -0.1 -0.1 -0.546
C -1.175 -0.867 -4.062 0.0 -0.1 0.1 1.039
C -1.593 -1.113 -5.367 0.1 0.0 0.1 -0.703
C -2.943 -1.193 -5.644 -0.1 0.0 0.1 -0.467
C -3.859 -1.043 -4.609 0.0 0.0 -0.1 -0.968
C -3.380 -0.787 -3.343 0.0 -0.1 0.0 -0.051
N -2.076 -0.685 -3.073 0.1 0.3 -0.1 -0.026
H 2.281 -1.039 -4.168 0.0 0.0 0.0 0.364
H 1.310 -0.173 -5.371 0.0 0.0 0.0 0.360
H 1.182 -1.929 -5.228 0.0 0.0 0.0 0.434
H 3.519 -1.918 -0.788 0.0 0.0 0.0 0.519
H 5.560 -2.168 0.590 0.0 0.0 0.0 0.465
H 6.518 -0.205 1.743 0.0 0.0 0.0 0.639
H 5.434 2.009 1.525 0.0 0.0 0.0 0.419
H 3.380 2.244 0.147 0.0 0.0 0.0 0.517
H -0.857 -1.241 -6.146 0.0 0.0 0.0 0.447
H -3.282 -1.385 -6.653 0.0 0.0 0.0 0.445
H -4.923 -1.133 -4.777 0.0 0.0 0.0 0.445
H -4.061 -0.689 -2.508 0.0 0.1 0.0 0.522
Cl -7.190 2.528 1.566 0.0 0.0 0.0 -0.067
C -5.861 2.417 0.559 0.0 0.0 0.0 0.979
C -5.669 3.452 -0.362 0.0 0.0 0.0 -0.689
C -4.583 3.446 -1.195 0.0 0.0 0.0 -0.474
I -4.237 4.909 -2.534 0.0 0.0 0.0 0.425
C -3.562 2.334 -1.111 0.3 -0.1 -0.1 0.786
O -2.544 2.386 -1.747 -0.3 -0.1 0.2 -0.280
C -3.864 1.196 -0.164 0.0 -0.1 -0.1 0.323
N -3.032 0.155 -0.158 0.0 0.3 -0.1 0.232
C -3.263 -0.838 0.713 0.0 0.0 -0.1 -0.573
C -4.331 -0.837 1.596 0.0 0.0 0.0 -0.997
C -5.211 0.224 1.577 0.0 0.0 0.0 -0.676
C -4.984 1.267 0.673 0.1 0.0 0.0 0.258
H -6.391 4.257 -0.391 0.0 0.0 0.0 0.483
H -2.565 -1.664 0.683 0.0 0.0 0.0 0.515
H -4.464 -1.663 2.279 0.0 0.0 0.0 0.474
H -6.059 0.248 2.248 0.0 0.0 0.0 0.486
S 2.683 1.244 3.750 -0.2 0.0 0.1 -0.099
C 1.511 0.805 2.537 0.1 0.0 0.0 1.346
C 1.277 -0.499 2.099 -0.1 0.0 0.1 -0.928
C 0.394 -0.706 1.066 0.0 -0.1 0.0 -0.886
N -0.262 0.291 0.453 0.2 -0.1 -0.1 0.165
C -0.041 1.545 0.873 -0.1 0.0 0.1 -0.345
C 0.803 1.839 1.914 0.0 0.0 0.0 -1.306
C 3.142 -0.349 4.398 0.0 0.0 0.0 -0.102
C 2.424 -0.911 5.443 0.0 0.0 0.0 0.033
C 2.825 -2.157 5.909 0.0 0.0 0.0 -0.405
N 3.854 -2.832 5.405 0.0 0.0 0.0 -0.578
C 4.540 -2.270 4.416 -0.1 0.0 0.0 -0.433
C 4.230 -1.028 3.875 0.0 0.0 0.1 0.361
H 1.795 -1.343 2.531 0.0 0.0 0.0 0.476
H 0.235 -1.704 0.676 0.0 0.0 0.0 0.462
H -0.541 2.334 0.326 0.0 0.0 0.0 0.475
H 0.949 2.868 2.211 0.0 0.0 0.0 0.469
H 1.586 -0.394 5.890 0.0 0.0 0.0 0.426
H 2.294 -2.630 6.727 0.0 0.0 0.0 0.376
H 5.380 -2.837 4.030 0.0 0.0 0.0 0.416
H 4.816 -0.611 3.067 -0.2 -0.1 0.3 0.123